[1]
Entry from the OMol25 dataset: a structure of composition C11H29AsBBr4Cl2Cs2F5IKO4PRb at a distorted geometry (the ωB97M-V functional and the def2-TZVPD basis).

XYZ file:
```
63
Properties=species:S:1:pos:R:3:forces:R:3:lowdin_charge:R:1
C 5.0138 -1.0610 -0.1528 -0.3 0.3 -0.1 -0.14
C 3.6718 -1.2171 -0.8806 1.1 0.0 0.4 -0.26
C 3.6182 -0.4071 -2.1726 1.1 0.3 -0.2 -0.28
C 2.3939 0.4654 -2.3520 -0.5 -0.2 0.0 -0.24
C 1.0674 -0.1222 -1.8416 -0.1 -0.3 -0.5 -0.30
C -0.0306 0.3744 -2.7700 0.0 -0.2 0.2 -0.41
As -1.8855 0.1373 -2.0992 2.1 -0.9 -1.4 0.69
C -3.8741 -0.1589 -1.4346 0.4 -1.2 -1.3 -0.98
I -4.0966 -0.4229 0.7435 1.9 -1.1 1.0 0.87
C -4.3804 -1.4718 -2.0756 -0.1 -0.1 1.7 -0.42
C -5.6900 -2.1044 -1.4737 0.5 0.3 -1.8 -0.40
P -1.4780 1.6654 -0.2564 -0.4 0.7 -0.7 0.33
O -2.6172 2.5769 0.0951 -0.7 -0.3 0.4 -0.43
O -0.8707 0.9260 1.0481 0.2 -0.4 0.3 -0.25
O -0.2699 2.5836 -0.7415 0.4 0.0 -0.1 -0.16
H 4.9223 -1.4540 0.8546 0.2 -0.4 0.3 0.02
H 5.8087 -1.5644 -0.6931 0.2 -0.2 0.0 0.07
H 5.2939 -0.0216 -0.0532 0.1 0.3 0.0 -0.02
H 2.9107 -0.9154 -0.1631 -0.4 0.0 -0.1 0.08
H 3.5811 -2.2761 -1.0901 -0.7 -0.2 -0.1 0.08
H 3.6756 -1.0899 -3.0155 -0.1 -0.3 -0.1 0.10
H 4.5361 0.2652 -2.2328 -1.3 -1.0 0.0 -0.05
H 2.5153 1.4499 -1.9183 0.3 0.3 0.2 0.04
H 2.2576 0.6218 -3.4195 0.1 0.2 -0.3 0.10
H 0.8837 0.1452 -0.8006 0.0 0.2 0.2 0.07
H 1.0891 -1.2124 -1.9210 0.2 -0.2 0.1 0.07
H 0.0537 -0.2363 -3.6634 -0.3 -0.1 -0.3 0.07
H 0.1274 1.4029 -3.0766 -0.2 0.3 0.2 0.06
H -1.4523 -1.1211 -1.2018 -0.5 0.1 0.4 0.01
H -2.2524 -0.8928 -3.2628 -0.3 0.1 0.1 -0.02
H -2.4338 1.3248 -3.0111 -0.5 0.2 0.5 0.00
H -4.4787 0.6413 -1.8806 2.0 -0.2 0.0 -0.11
H -3.5837 -2.1769 -1.8389 0.2 -0.3 -0.2 0.09
H -4.4155 -1.3897 -3.1529 -0.1 0.3 -0.2 0.09
H -6.5227 -1.3859 -1.2550 0.5 -1.0 0.0 0.00
H -5.4335 -2.7335 -0.6284 -0.2 0.2 0.4 0.05
H -6.0928 -2.7983 -2.2479 3.4 4.0 2.1 -0.32
H -1.5007 0.9289 1.7744 0.0 0.2 0.2 0.00
H -0.4578 3.4752 -0.4281 0.2 0.3 0.0 0.08
Rb -6.0868 0.9151 -0.7618 -4.9 3.5 0.3 0.92
B -1.3246 -0.7740 4.2789 0.6 1.2 0.7 -1.48
F -2.0312 -1.3154 3.1287 -3.1 1.4 2.5 -0.37
F -0.8511 0.4635 3.9791 -0.1 -0.5 -0.7 0.05
F -2.2258 -0.6899 5.3600 -0.2 0.1 0.1 -0.03
F -0.2661 -1.6126 4.6311 -0.8 -0.2 0.9 -0.06
C 3.8729 -2.1723 3.3010 0.1 0.0 0.0 -0.97
Cl 4.1636 -2.8631 4.9057 0.0 0.0 0.0 0.52
Cl 2.2889 -1.3703 3.2248 1.5 0.5 0.5 0.44
H 4.6365 -1.4383 3.0867 0.0 0.1 0.0 0.03
H 3.8929 -2.9661 2.5659 0.0 0.0 0.0 0.04
K -3.7686 -2.4134 5.4267 -0.3 -0.4 0.0 1.04
Cs -0.2283 -2.3369 2.1616 2.6 -2.8 -4.7 1.33
Br 5.1403 2.2822 -1.4252 0.4 1.3 0.2 -0.34
Cs -7.3231 -4.0537 -2.6892 -3.8 -4.2 -1.8 1.34
C 0.1119 4.1978 5.4609 -0.1 0.1 0.0 -1.64
Br 1.7695 3.3809 5.9674 0.1 0.0 0.0 0.60
Br -1.1988 2.8752 5.0073 0.0 0.7 0.3 0.70
Br -0.5173 5.4214 6.8127 0.0 0.0 0.0 0.55
H 0.3001 4.7795 4.5718 0.0 0.0 0.0 -0.03
O 2.7542 4.0934 -4.3841 0.0 0.3 0.0 -0.09
H 3.5226 4.1040 -3.7982 0.1 -0.3 0.1 0.01
H 2.0107 4.0439 -3.7779 0.0 -0.1 0.1 0.02
F 1.7543 -3.3010 -2.3443 -0.4 -0.1 0.3 -0.79
```
Forces are in eV/Å.

HOMO-LUMO gap, eV: 1.02
Lowest unoccupied orbital energy, eV: -3.14
Strongest force on any atom, Eh/bohr: 0.1184
Total energy, eV: -435845.3358

[2]
Entry from the OMol25 dataset: a cluster of 10 separate species, C60H150N10O20 in total at a distorted geometry (the ωB97M-V functional and the def2-TZVPD basis).

XYZ file:
```
240
Properties=species:S:1:pos:R:3:forces:R:3:lowdin_charge:R:1
C 8.4871 -2.1476 1.3033 -0.3 0.9 -0.5 -0.08
O 7.8839 -0.8669 1.0074 -0.2 -1.2 0.7 -0.22
C 8.7632 0.1908 1.2775 -0.6 1.4 -1.1 -0.23
C 8.2036 1.5064 0.6274 -0.6 0.3 1.3 -0.17
N 7.1093 2.2336 1.3168 0.7 -2.3 1.0 -0.04
C 5.9205 1.3985 1.3665 0.3 0.7 -0.6 -0.23
C 4.7385 2.1616 1.8358 -0.6 -0.7 0.3 -0.23
O 4.3173 3.1595 0.9318 -0.3 -0.6 0.3 -0.20
C 3.0136 3.6364 1.2323 0.8 1.7 -1.0 -0.08
H 9.1485 -2.3689 0.4656 0.4 -0.3 0.2 0.09
H 7.7365 -2.9350 1.3714 -0.2 0.3 -0.1 0.07
H 9.0180 -2.1144 2.2547 0.2 0.0 0.0 0.09
H 9.6769 0.0729 0.6950 0.5 -0.4 0.1 0.11
H 9.0138 0.2897 2.3337 -0.1 0.0 0.2 0.12
H 7.8096 1.1691 -0.3313 0.5 0.1 -0.6 0.11
H 9.0848 2.1458 0.5753 -0.2 0.3 -0.5 0.12
H 6.8937 3.1987 1.1110 0.6 0.1 -0.3 0.05
H 5.9866 0.5462 2.0428 0.5 -0.1 0.0 0.12
H 5.7410 1.0088 0.3645 -0.3 -0.5 -0.3 0.11
H 5.0057 2.5062 2.8348 -0.3 0.7 0.2 0.13
H 3.9284 1.4400 1.9411 -0.2 -0.1 0.2 0.10
H 2.1751 2.9495 1.3475 0.5 -0.6 0.3 0.08
H 2.7872 4.2459 0.3574 -0.4 0.1 -0.1 0.08
H 3.1019 4.3692 2.0343 -0.4 -0.3 0.5 0.09
C 2.6818 -8.0629 -4.6654 0.0 0.1 -0.1 -0.10
O 1.6320 -7.2626 -5.1818 -0.8 -1.3 1.4 -0.21
C 2.0010 -5.9855 -5.5820 -1.2 0.6 0.3 -0.23
C 0.6733 -5.1820 -5.8126 1.1 -1.0 -0.6 -0.19
N 0.8617 -3.7256 -5.8949 0.6 -0.9 -0.4 -0.07
C -0.4331 -3.0904 -6.0007 -0.1 0.6 0.9 -0.22
C -0.3202 -1.6005 -6.3962 -0.1 -1.6 -0.6 -0.22
O -1.6031 -1.0400 -6.5274 0.2 -0.7 0.6 -0.17
C -1.5873 0.1093 -7.3027 -0.6 1.0 0.0 -0.12
H 2.2532 -8.8594 -4.0571 -0.1 0.2 0.1 0.09
H 3.3891 -7.4658 -4.0898 -0.1 0.1 0.3 0.06
H 3.2600 -8.5696 -5.4381 0.0 0.1 -0.5 0.08
H 2.5873 -6.2690 -6.4560 0.5 1.6 -0.5 0.13
H 2.4755 -5.4014 -4.7934 0.9 -0.3 0.0 0.12
H -0.0472 -5.4262 -5.0320 0.3 0.0 0.3 0.12
H 0.2848 -5.6428 -6.7208 -0.6 0.4 -0.4 0.11
H 1.3540 -3.5842 -6.7654 0.3 0.3 -0.2 0.11
H -0.8424 -3.2142 -4.9980 -0.5 0.3 0.0 0.10
H -1.0681 -3.6483 -6.6890 -0.4 0.3 -0.3 0.12
H 0.1314 -1.6307 -7.3877 0.3 0.2 -0.3 0.11
H 0.3708 -1.0378 -5.7684 -0.1 0.1 0.4 0.12
H -0.9319 0.0198 -8.1690 0.0 0.0 -0.2 0.09
H -1.3025 0.9834 -6.7171 0.5 0.2 0.1 0.07
H -2.6116 0.3411 -7.5948 0.0 -0.3 -0.3 0.08
C 5.4170 -1.8761 10.1895 -0.9 0.7 -0.2 -0.11
O 4.6791 -2.7851 10.9954 -0.4 0.0 0.1 -0.19
C 3.4606 -2.2685 11.5902 0.2 0.2 0.6 -0.21
C 2.1868 -2.9972 11.1426 1.2 -0.7 -1.3 -0.18
N 2.0939 -2.9754 9.6347 -1.5 0.3 1.2 -0.04
C 1.4855 -1.6988 9.2013 0.6 -0.7 -2.0 -0.19
C 1.2150 -1.6313 7.6603 0.9 0.0 0.4 -0.22
O 2.3956 -1.4196 6.8984 0.0 -0.1 0.0 -0.20
C 2.2451 -1.5440 5.4782 0.0 0.2 0.7 -0.10
H 4.8110 -1.6589 9.3099 0.1 0.3 -0.3 0.07
H 6.3905 -2.2115 9.8316 -0.2 -0.8 0.4 0.09
H 5.6113 -0.9424 10.7172 -0.1 0.2 0.2 0.08
H 3.2594 -1.2059 11.4542 0.7 0.3 -0.6 0.11
H 3.6310 -2.3296 12.6650 -0.2 -0.3 0.2 0.11
H 1.2813 -2.5912 11.5936 0.1 0.3 -0.1 0.11
H 2.2427 -4.0289 11.4899 0.0 -0.2 -0.2 0.10
H 3.0354 -3.0188 9.2715 0.1 -0.1 -0.1 0.08
H 2.1734 -0.9167 9.5227 -0.6 0.8 -0.2 0.11
H 0.4478 -1.5438 9.4966 0.2 -0.3 1.2 0.11
H 0.4952 -0.8252 7.5187 0.0 0.4 -0.3 0.10
H 0.7323 -2.5500 7.3270 -0.1 -0.3 0.1 0.12
H 1.8205 -2.5048 5.1874 0.1 -0.2 0.1 0.08
H 3.2416 -1.4292 5.0518 -0.1 -0.1 0.0 0.09
H 1.5973 -0.7724 5.0620 -0.1 0.2 0.0 0.07
C -2.7120 -0.5463 7.1590 -0.1 0.9 -0.6 -0.08
O -2.6661 0.7807 6.5103 0.1 -2.0 0.3 -0.17
C -2.5785 0.6018 5.0918 -0.1 0.1 0.1 -0.22
C -2.5256 1.9391 4.3974 1.2 -0.5 0.0 -0.25
N -3.5862 2.8480 4.6553 -1.2 0.8 -0.6 -0.06
C -3.3128 4.1714 4.0562 0.7 0.1 -1.0 -0.16
C -3.4417 4.1902 2.4867 -0.2 -0.3 -1.4 -0.17
O -2.9936 5.3645 1.7462 -0.3 0.5 0.7 -0.21
C -3.2520 5.4812 0.3187 0.4 -0.2 1.1 -0.08
H -3.6242 -1.0670 6.8675 -0.4 0.2 0.3 0.08
H -2.6050 -0.4420 8.2387 -0.4 0.4 -0.1 0.08
H -1.9408 -1.2603 6.8700 0.6 0.5 -0.5 0.07
H -3.3749 -0.0092 4.6670 -0.4 -0.1 0.4 0.10
H -1.6349 0.1051 4.8654 0.2 -0.2 -0.1 0.11
H -2.4193 1.7860 3.3235 -0.2 -0.3 0.0 0.10
H -1.5506 2.3216 4.6994 0.4 0.7 0.1 0.12
H -3.7208 2.9618 5.6498 0.0 0.0 0.1 0.11
H -2.2656 4.3642 4.2893 0.2 0.8 0.0 0.11
H -3.9596 4.9368 4.4851 0.1 -0.1 0.0 0.12
H -4.4761 3.9916 2.2060 -0.3 -0.1 0.1 0.10
H -2.8452 3.4034 2.0247 0.0 -0.6 0.4 0.09
H -4.2902 5.6176 0.0161 -0.3 -0.1 0.5 0.07
H -2.8598 4.6408 -0.2540 0.1 -0.3 0.1 0.07
H -2.7022 6.3727 0.0169 0.0 0.0 0.1 0.09
C -3.7985 -2.0838 2.6755 0.5 0.8 -0.9 -0.09
O -4.1575 -0.7380 2.4197 0.4 0.6 1.1 -0.24
C -5.5385 -0.4642 2.5320 -0.1 -0.6 -0.6 -0.24
C -5.8157 1.0185 2.6046 -1.3 -1.2 -0.1 -0.18
N -7.2996 1.2041 2.5597 1.2 0.7 -0.6 -0.04
C -7.5551 2.5849 2.8783 -1.9 0.9 0.4 -0.23
C -9.0374 2.9778 2.7841 -0.4 -0.4 -0.7 -0.23
O -9.8369 2.2372 3.6808 0.0 -0.8 0.8 -0.20
C -11.2484 2.2576 3.5249 0.4 0.4 -0.1 -0.11
H -4.1811 -2.4574 3.6253 -0.4 -0.2 -0.2 0.09
H -2.7096 -2.1114 2.7162 0.0 0.0 0.1 0.07
H -4.0679 -2.6301 1.7715 -0.4 -0.8 0.3 0.09
H -6.0196 -0.9707 3.3687 0.3 -0.1 0.5 0.12
H -6.0032 -0.9062 1.6507 -0.4 0.1 -0.3 0.12
H -5.4026 1.4603 1.6978 0.1 0.4 0.2 0.11
H -5.3906 1.4377 3.5165 0.3 0.2 -0.1 0.10
H -7.8595 0.5676 3.1088 0.3 0.0 0.4 0.11
H -7.0937 3.2568 2.1546 0.4 -0.2 -0.2 0.12
H -7.2310 2.9162 3.8649 0.5 -0.2 0.4 0.12
H -9.3457 2.7835 1.7568 -0.2 -0.2 -0.3 0.12
H -9.2031 4.0455 2.9281 0.3 0.3 0.3 0.12
H -11.5441 1.9315 2.5278 0.0 0.1 -0.2 0.08
H -11.6562 3.2433 3.7492 0.0 0.3 -0.3 0.08
H -11.7440 1.6024 4.2413 0.6 -0.3 0.1 0.08
C 2.2029 -0.7910 1.1717 -0.7 0.6 0.7 -0.08
O 1.2797 -0.9867 2.2723 -0.3 -0.7 -0.4 -0.20
C -0.1255 -0.9416 1.9266 0.9 1.2 -0.7 -0.17
C -0.5343 0.4809 1.4243 -0.3 -1.3 -0.9 -0.17
N -0.1738 0.7635 0.0323 0.2 0.9 0.4 -0.04
C -0.5353 2.1152 -0.3835 1.9 0.2 -0.1 -0.20
C -0.3871 2.2804 -1.8956 -1.5 0.0 1.1 -0.14
O -1.5584 1.6466 -2.4789 2.1 -0.1 0.1 -0.26
C -1.5579 1.6232 -3.9028 -0.4 1.0 1.1 -0.08
H 3.2117 -1.0379 1.5026 -0.1 -0.1 0.3 0.08
H 2.1524 0.2631 0.8992 0.2 0.0 -0.3 0.06
H 1.9929 -1.3827 0.2806 -0.4 -0.2 0.0 0.08
H -0.7443 -1.2377 2.7737 0.5 0.4 0.6 0.09
H -0.3807 -1.7253 1.2133 0.2 0.1 -0.7 0.11
H -0.0858 1.2500 2.0532 0.1 0.0 0.2 0.12
H -1.6193 0.5446 1.5063 -0.4 0.1 0.4 0.09
H -0.4450 0.0738 -0.6540 -0.6 0.1 0.6 0.06
H 0.2128 2.7545 0.0851 0.6 0.4 -0.2 0.10
H -1.4019 2.6514 0.0034 -1.2 -0.9 -0.1 0.10
H 0.5712 1.8594 -2.1999 -0.1 -0.2 -0.4 0.11
H -0.4148 3.3498 -2.1046 0.1 0.2 -0.4 0.13
H -2.3263 0.9093 -4.1996 0.3 -0.1 -0.2 0.09
H -0.5613 1.4401 -4.3043 -0.1 -0.3 -0.1 0.08
H -1.8899 2.6334 -4.1420 0.1 0.0 -0.9 0.07
C -5.1246 5.0320 -2.6657 -0.3 0.2 0.5 -0.10
O -5.2051 3.8791 -1.8904 -1.7 1.1 1.4 -0.19
C -4.6575 2.7767 -2.4250 1.5 -2.1 0.0 -0.25
C -4.6725 1.6251 -1.3851 0.7 -0.6 -0.2 -0.15
N -3.9054 0.4698 -1.8508 -1.1 -0.3 -0.4 -0.06
C -3.7884 -0.6588 -0.9186 0.7 -0.2 -1.5 -0.17
C -2.7863 -1.5735 -1.6157 1.3 -0.6 0.0 -0.17
O -1.4183 -1.1319 -1.4064 -0.4 -0.8 -0.7 -0.26
C -0.5369 -1.6951 -2.3832 0.4 0.5 1.1 -0.08
H -5.6948 5.7507 -2.0772 0.1 0.4 -0.4 0.09
H -5.5639 4.9176 -3.6567 0.0 -0.1 -0.2 0.09
H -4.0813 5.3396 -2.7368 0.2 0.3 -0.3 0.09
H -3.6222 3.0142 -2.6693 0.6 -0.3 -0.1 0.11
H -5.1116 2.4807 -3.3706 -0.4 -0.3 -0.1 0.11
H -5.6856 1.3049 -1.1420 -0.2 0.2 -0.1 0.12
H -4.1584 1.8698 -0.4557 -0.4 1.2 0.4 0.10
H -2.9773 0.7900 -2.0878 0.0 -0.1 0.3 0.04
H -4.7267 -1.2077 -0.8384 -0.2 0.1 0.0 0.12
H -3.4465 -0.4278 0.0903 0.1 0.3 0.2 0.10
H -2.9399 -1.5744 -2.6948 -0.4 0.2 -0.1 0.12
H -2.7486 -2.6282 -1.3434 -0.7 -0.2 0.5 0.12
H -0.7638 -1.2923 -3.3703 0.0 -0.4 -0.2 0.08
H -0.4367 -2.7775 -2.3033 -0.8 -0.3 -0.4 0.09
H 0.4772 -1.4254 -2.0883 0.1 0.7 -0.1 0.08
C 2.7653 1.4243 -3.8933 0.4 -0.3 -0.2 -0.13
O 3.2928 2.6151 -3.3784 -0.8 0.2 0.7 -0.19
C 4.4516 2.4073 -2.5697 -0.3 0.7 -0.6 -0.20
C 4.8781 3.7897 -2.0595 -0.1 -1.9 -1.2 -0.20
N 6.2602 3.7091 -1.6061 -1.1 0.2 -1.0 -0.03
C 6.7090 5.0261 -1.3617 1.1 2.0 2.8 -0.20
C 6.1598 5.6363 -0.0021 0.6 0.5 -0.8 -0.20
O 6.7495 4.9813 1.0957 0.2 0.2 0.8 -0.24
C 6.3983 5.5632 2.3673 0.1 -0.9 -0.6 -0.06
H 2.6583 0.6659 -3.1178 0.1 -0.2 0.1 0.08
H 3.4299 1.0597 -4.6765 0.1 -0.4 -0.1 0.09
H 1.7851 1.5453 -4.3544 0.0 0.5 0.1 0.07
H 5.1935 1.9830 -3.2462 0.5 -0.1 0.3 0.12
H 4.2749 1.7411 -1.7253 -0.3 -0.3 0.0 0.11
H 4.1355 4.1159 -1.3313 0.1 0.2 0.1 0.09
H 4.8274 4.3942 -2.9651 0.1 0.4 0.2 0.13
H 6.3126 3.1583 -0.7611 0.1 -0.1 0.2 0.08
H 6.5285 5.7859 -2.1221 -0.5 -0.5 -0.4 0.12
H 7.7936 5.0493 -1.2559 0.2 -0.2 0.1 0.11
H 5.0698 5.6315 0.0063 -0.2 -0.4 0.2 0.11
H 6.4416 6.6778 0.1528 0.1 0.4 -0.7 0.11
H 6.4048 6.6531 2.3632 -0.2 0.1 -0.4 0.09
H 7.1277 5.2611 3.1190 0.0 -0.3 -0.2 0.09
H 5.4222 5.1526 2.6257 -0.2 0.3 0.3 0.08
C -9.5547 4.4256 -7.3443 -1.1 -0.4 0.6 -0.12
O -8.5662 3.5470 -7.8292 0.6 0.1 -0.5 -0.18
C -8.7442 2.1973 -7.4366 0.2 -1.3 0.2 -0.20
C -7.5645 1.2156 -7.8702 -0.1 1.5 -0.5 -0.17
N -6.2260 1.8190 -7.7151 -0.2 -0.4 1.4 -0.05
C -5.6328 1.5855 -6.3784 0.1 0.7 -0.5 -0.20
C -4.3577 2.4013 -6.2434 0.0 0.1 0.7 -0.22
O -4.5925 3.8208 -6.1264 -0.1 -0.4 0.0 -0.19
C -3.3704 4.5252 -6.2491 -0.1 0.3 0.0 -0.11
H -9.6471 5.3981 -7.8278 0.8 -0.3 -0.6 0.09
H -9.4898 4.6522 -6.2801 0.5 -0.2 0.3 0.08
H -10.5410 3.9737 -7.4488 -0.2 -0.2 -0.2 0.08
H -9.6632 1.7739 -7.8418 -0.3 0.1 -0.4 0.11
H -8.9077 2.1399 -6.3605 0.4 0.1 0.4 0.11
H -7.6403 0.9397 -8.9220 -0.4 0.4 -0.2 0.10
H -7.6365 0.2411 -7.3872 -0.1 0.2 0.6 0.11
H -6.3748 2.8179 -7.7037 0.0 0.4 -0.6 0.08
H -5.4187 0.5271 -6.2297 0.2 0.0 -0.1 0.12
H -6.2596 1.8870 -5.5391 -0.5 0.0 0.1 0.11
H -3.6977 2.1760 -7.0811 0.1 0.2 -0.1 0.10
H -3.8849 2.1160 -5.3037 0.3 -0.3 -0.1 0.09
H -3.0253 4.3792 -7.2727 0.5 0.2 0.1 0.09
H -2.6196 4.2785 -5.4984 0.2 -1.0 -0.1 0.07
H -3.4597 5.5852 -6.0113 -0.9 0.1 -0.5 0.09
C 4.9133 -11.1938 0.6706 1.0 0.5 -0.6 -0.08
O 4.8051 -10.4962 -0.5831 -0.8 -0.9 0.6 -0.18
C 5.2100 -9.1716 -0.5158 0.7 0.9 -1.3 -0.24
C 4.9562 -8.4519 -1.8904 -0.3 -1.2 0.3 -0.20
N 4.9314 -7.0123 -1.7681 -0.2 0.1 0.5 -0.07
C 6.2420 -6.4146 -1.6818 0.7 0.3 -0.1 -0.22
C 6.1446 -4.9113 -1.3848 0.3 -1.3 0.9 -0.17
O 5.6183 -4.7398 -0.0521 1.5 -3.4 -1.8 -0.18
C 5.0390 -3.5618 0.1099 -1.9 2.6 1.5 -0.19
H 4.4019 -10.6856 1.4881 -0.4 0.0 -0.1 0.09
H 5.9717 -11.2079 0.9311 0.2 -0.1 0.2 0.08
H 4.6042 -12.2340 0.5691 -0.3 0.3 -0.2 0.09
H 6.2729 -9.0985 -0.2856 0.4 -0.2 0.1 0.11
H 4.7397 -8.5728 0.2642 -0.6 -0.2 0.3 0.12
H 3.9777 -8.7677 -2.2522 -0.1 -0.2 0.1 0.09
H 5.6612 -8.7811 -2.6537 0.2 0.0 0.1 0.12
H 4.6350 -6.9308 -0.8060 -0.9 0.8 0.1 0.09
H 6.8027 -6.5626 -2.6048 -0.1 0.1 -0.3 0.12
H 6.8104 -6.9565 -0.9259 0.5 0.4 0.4 0.11
H 5.4860 -4.4712 -2.1335 -0.1 0.3 0.1 0.12
H 7.1387 -4.4643 -1.3814 0.1 0.2 -0.4 0.12
H 4.3170 -3.3149 -0.6684 0.0 0.2 -0.4 0.09
H 5.7466 -2.7472 0.2649 0.1 0.4 -0.3 0.08
H 4.4473 -3.6372 1.0222 -0.1 0.2 0.2 0.10
```
Forces are in eV/Å.

HOMO-LUMO gap, eV: 8.67
Lowest unoccupied orbital energy, eV: 0.55
Strongest force on any atom, Eh/bohr: 0.0793
SMILES: COCCNCCOC.COCCNCCOC.COCCNCCOC.COCCNCCOC.COCCNCCOC.COCCNCCOC.COCCNCCOC.COCCNCCOC.COCCNCCOC.COCCNCCOC
Total energy, eV: -120485.4935